(1)
The following is a DFT calculation (ωB97M-V with the def2-TZVPD basis set) of C9H17BN2 as an isolated structure at a distorted geometry.

Geometry as XYZ:
```
29
Properties=species:S:1:pos:R:3
H -2.021 1.869 -3.344
C 2.185 -1.783 3.901
H -1.487 -0.101 -1.720
N 0.060 -2.349 3.487
C -1.508 2.521 -2.643
H -0.469 2.596 -2.949
C 1.058 -2.352 4.417
C -0.532 -2.586 -0.356
H 0.072 0.671 -1.431
H 0.901 -2.763 5.395
C 2.731 -0.818 1.645
H -0.767 -2.351 -1.394
N 1.865 -1.417 2.617
H -2.002 0.084 0.725
H 2.121 -0.459 0.815
C -0.961 0.609 -1.079
H -1.329 -3.227 0.023
H -0.462 0.836 1.005
C -1.617 1.981 -1.220
H 3.280 0.019 2.082
H -1.953 3.508 -2.709
H 3.153 -1.597 4.319
B -0.432 -1.352 0.577
H -1.140 2.684 -0.533
H 3.453 -1.547 1.264
C -0.964 0.099 0.372
H 0.364 -3.205 -0.344
C 0.580 -1.791 2.432
H -2.670 1.910 -0.945
```

molecular weight = 164.1 g mol⁻¹
net charge = 0

(2)
The following is a DFT calculation (ωB97M-V with the def2-TZVPD basis set) of a 5-piece molecular cluster, C9H17Cl2F6NO7S overall at a distorted geometry.

Geometry as XYZ:
```
43
Properties=species:S:1:pos:R:3
Cl 8.396 -1.144 5.675
H 1.740 0.533 1.067
H 8.430 -3.456 5.205
C -4.765 5.112 -0.408
H -1.361 -1.412 -6.508
F -7.051 5.402 -0.214
C -3.383 6.865 -1.288
F -6.192 3.588 0.543
H -4.202 8.023 -2.916
F -6.392 3.925 -1.572
H -2.574 6.322 -1.776
O 0.072 -5.424 1.913
C 0.086 -7.622 3.342
C -3.578 8.166 -2.033
F -0.195 -8.888 3.260
C 6.504 -2.626 4.283
H 0.205 0.912 0.486
H 1.365 0.086 -0.388
H 6.916 -2.310 3.325
C -0.562 -1.765 -5.856
Cl 5.188 -1.426 4.705
H -1.054 -1.762 -4.884
O -0.336 -3.096 -6.335
H 0.301 0.325 -5.468
H -3.115 7.109 -0.260
C 7.646 -2.721 5.383
H 7.193 -3.131 6.286
H -4.024 8.882 -1.343
H -2.662 8.643 -2.381
O -4.648 6.173 -1.224
O -1.046 -7.383 0.802
C -6.169 4.489 -0.415
O 1.567 -0.844 -4.599
H 1.183 -0.705 -6.598
O -3.751 4.559 0.042
N 0.947 0.227 0.521
H 0.676 -0.720 0.743
C 0.650 -0.692 -5.647
O 1.387 -7.200 0.887
F -0.797 -7.035 4.205
F 1.319 -7.564 3.831
S 0.090 -6.850 1.539
H 5.997 -3.566 4.067
```

molecular weight = 468.2 g mol⁻¹
net charge = -2

(3)
The following is a DFT calculation (ωB97M-V with the def2-TZVPD basis set) of a 3-piece molecular cluster, C9H17F6N2O8PS overall at a distorted geometry.

Geometry as XYZ:
```
44
Properties=species:S:1:pos:R:3
H -5.410 2.270 0.426
H 4.920 1.075 1.875
H 1.523 -2.507 -5.291
N 0.099 -1.049 -4.883
H -0.776 -1.233 -4.405
O 2.336 -1.883 -0.905
H 4.311 1.897 0.447
F -2.394 -1.041 -0.755
P 2.076 -3.572 -0.700
H 0.478 -2.955 -3.976
H -3.935 2.082 3.100
F -0.022 2.804 3.168
C 1.801 2.506 1.709
H -5.529 0.911 1.533
O -3.722 1.153 0.526
C 1.008 -2.108 -4.412
C 4.325 0.941 0.970
C -4.460 2.629 2.317
F -1.196 0.616 -0.097
H 0.967 -4.625 -2.275
F 0.871 4.573 2.352
C -4.871 1.708 1.186
H 0.678 -4.099 0.917
O 0.008 -1.563 -1.967
O 2.027 -1.598 -3.568
H 2.305 0.371 0.435
C -3.148 0.128 1.142
O -3.508 -0.350 2.170
S 1.418 -1.097 -2.089
H 0.041 -2.842 0.145
N 0.472 -3.749 -0.012
C 1.133 3.352 2.786
H -5.336 3.104 2.758
F 1.898 3.467 3.869
O 2.300 1.400 2.246
H -0.106 -1.299 -5.842
H -3.784 3.402 1.952
O 1.836 2.790 0.555
C 2.922 0.491 1.322
H 2.961 -0.475 1.823
C -1.972 -0.380 0.318
H 4.811 0.205 0.331
F -1.204 -1.205 1.026
O 1.846 -4.245 -2.227
```

molecular weight = 458.3 g mol⁻¹
net charge = 0

(4)
The following is a DFT calculation (ωB97M-V with the def2-TZVPD basis set) of one molecule with the formula C9H17FN2O3S at a distorted geometry.

Geometry as XYZ:
```
33
Properties=species:S:1:pos:R:3
H -0.498 2.294 -0.330
C -0.075 -0.955 -1.138
H 1.754 0.137 2.193
C 0.699 2.468 1.332
H -1.034 3.375 0.792
C -1.069 -2.139 -1.197
H 1.548 2.014 0.843
N -0.702 0.800 -3.561
H 1.775 -0.793 -2.243
C 0.411 0.571 -3.040
H 1.454 -0.088 -0.005
O -2.471 -2.332 1.250
H 0.512 -1.529 -3.174
S -1.272 -3.111 1.250
N -0.213 3.013 0.325
C 0.688 0.094 2.368
O -0.784 -3.224 -0.302
O -0.167 -2.117 1.974
H -0.940 -0.373 1.095
H -0.985 -2.559 -2.183
C 0.713 -0.753 -2.447
C -0.002 -0.840 1.366
H -0.689 -0.071 -1.033
C 0.825 -0.970 0.070
H -2.085 -1.778 -1.113
H 1.154 1.366 -3.002
F 1.661 -2.050 0.091
C 0.060 1.488 2.353
H 0.526 -0.331 3.351
H 0.172 1.908 3.345
H -0.744 1.757 -3.904
H -1.005 1.454 2.156
H 1.076 3.317 1.889
```

molecular weight = 252.3 g mol⁻¹
net charge = 0

We obtain lowest unoccupied orbital energy values of 0.539 2.734 0.669 0.810 eV for the records listed above, in that order.
We obtain highest occupied orbital energy values of -8.15 0.72 -9.12 -9.56 eV for the records listed above, in that order.
We obtain orbital gap values of 8.693 2.014 9.790 10.373 eV for the records listed above, in that order.